Record 1
This record from the OMol25 dataset describes a structure of composition C8H16NO2S. The level of theory is the ωB97M-V functional and the def2-TZVPD basis.

```
! RIJCOSX wB97M-V def2-TZVPD def2/J DEFGRID3
* xyz 1 1
C -1.77304 1.07128 -1.50715
C 2.82588 -0.40061 0.19050
C 3.41285 -0.53435 -1.18830
C 1.94982 -0.71181 -0.95334
C 1.28097 -2.14334 -1.02648
C -2.60002 0.09969 1.31112
C -0.71388 1.91170 1.35416
C -1.24464 0.59777 0.81016
N -0.95796 0.62850 -0.63375
O 1.51331 1.96441 -1.08542
O 0.42138 0.65765 -2.86686
S 1.03676 0.73585 -1.58253
H -1.50894 1.45138 -2.54792
H -2.79997 1.33623 -1.30965
H 2.93596 -1.12492 0.92850
H 2.99986 0.53685 0.68652
H 3.61573 0.39120 -1.63478
H 3.92155 -1.40275 -1.41823
H 2.11151 -2.82215 -0.60297
H 0.74419 -2.24005 -2.01129
H 0.41321 -2.13084 -0.22230
H -3.36835 0.52821 0.64333
H -2.73917 -0.97126 1.22066
H -2.69043 0.38317 2.33587
H -1.47834 2.66602 1.35564
H 0.14197 2.14648 0.64422
H -0.18778 1.75524 2.31619
H -0.34611 0.00616 1.10645
*
```

Properties
* Kohn-Sham gap: 10.414 eV
* LUMO level: -4.461 eV
* E_tot: -917.44467 hartree



Record 2
This record from the OMol25 dataset describes an isolated molecule of C8H16NP. The level of theory is the ωB97M-V functional and the def2-TZVPD basis.

```
! RIJCOSX wB97M-V def2-TZVPD def2/J DEFGRID3
* xyz 0 1
C 2.47210 -2.28784 -0.59071
C 1.33091 -2.47903 -0.92326
C -0.09855 -2.31681 -1.03241
N -0.51426 -0.84980 -1.04778
C -0.18323 -0.23468 -2.36260
P 0.24033 0.03222 0.67648
C 1.00703 1.44233 -0.01098
C 1.37525 2.44846 1.06127
C -1.42028 0.71374 1.23864
C -2.34381 -0.25946 1.97289
H 3.42257 -2.44962 -0.38939
H -0.59731 -2.84010 -0.21990
H -0.59529 -2.83618 -1.83611
H -0.42634 0.90865 -2.51590
H 0.89262 -0.48440 -2.70705
H -0.75832 -0.82967 -3.11380
H 1.99416 1.02631 -0.43154
H 0.49146 2.05630 -0.77281
H 2.03225 3.23827 0.69259
H 0.45566 2.87969 1.47955
H 1.81224 1.93245 2.01100
H -1.09814 1.55070 1.95296
H -1.89582 1.20039 0.38002
H -2.70242 -0.87331 1.19290
H -1.72612 -0.93481 2.74220
H -3.16672 0.24618 2.55374
*
```

Properties
* SMILES string: C#CCN(C)P(CC)CC
* Kohn-Sham gap: 9.163 eV
* LUMO level: 0.951 eV
* E_tot: -710.36943 hartree



Record 3
This record from the OMol25 dataset describes an isolated molecule of C8H16O. The level of theory is the ωB97M-V functional and the def2-TZVPD basis.

```
! RIJCOSX wB97M-V def2-TZVPD def2/J DEFGRID3
* xyz 0 1
C -1.78222 -0.40114 -1.39400
C -1.34820 0.25684 -0.08916
C -1.20036 1.76352 -0.27422
C -0.02062 -0.37747 0.60516
C -0.21554 -1.87452 0.86619
O 0.23563 0.29295 1.82063
C 1.13460 -0.15216 -0.32821
C 2.58182 -0.25936 0.23718
C 2.01911 1.05006 -0.22016
H -1.95834 -1.46659 -1.26927
H -2.70707 0.05692 -1.74389
H -1.03539 -0.25905 -2.17163
H -2.14067 0.08109 0.65167
H -0.51047 1.98329 -1.08496
H -2.16396 2.21199 -0.51411
H -0.82821 2.22513 0.63729
H -1.15113 -2.05353 1.39599
H -0.22063 -2.43504 -0.06341
H 0.60803 -2.23630 1.47891
H -0.48006 0.09151 2.43291
H 0.99481 -0.59002 -1.30723
H 2.69650 -0.40343 1.29954
H 3.32327 -0.75527 -0.37131
H 1.77816 1.76996 0.54587
H 2.39096 1.48064 -1.13975
*
```

Properties
* SMILES string: CC(C)[C@](C)(O)C1CC1
* Kohn-Sham gap: 10.306 eV
* LUMO level: 0.917 eV
* E_tot: -389.63014 hartree



Record 4
This record from the OMol25 dataset describes a cluster of 2 separate species, C8H16O3S in total. The level of theory is the ωB97M-V functional and the def2-TZVPD basis.

```
! RIJCOSX wB97M-V def2-TZVPD def2/J DEFGRID3
* xyz 0 3
C -2.21334 2.22560 1.93862
C -1.40821 1.24003 2.73766
C -2.70098 1.49357 0.57964
C -0.28698 0.42297 1.96336
C -1.41810 1.03706 -0.17842
C -0.75811 -0.10345 0.66523
C 3.55869 -3.01266 -3.46374
C 0.37177 -0.65460 -0.11611
O 1.34161 0.25236 -0.13458
O 0.42348 -1.68684 -0.73846
O 3.13607 -0.87631 -1.85824
S 2.56712 -2.23074 -2.15620
H -3.10779 2.51251 2.45455
H -1.53275 3.13404 1.65114
H -0.91522 1.89305 3.50722
H -2.00638 0.45903 3.14842
H -3.38215 0.85704 1.00159
H -3.15899 2.24531 -0.14915
H 0.60927 1.11656 1.80566
H 0.02788 -0.44856 2.62749
H -1.54696 0.56181 -1.16845
H -0.73393 1.82815 -0.26237
H -1.66393 -0.80744 0.62776
H 4.06604 -3.81600 -2.85344
H 4.38234 -2.30635 -3.76342
H 2.79135 -3.36696 -4.17572
H 2.10747 -0.04376 -0.67647
H 1.45074 -1.92542 -3.01356
*
```

Properties
* Kohn-Sham gap (spin up / spin down): 5.617 / 7.222 eV
* LUMO level (spin up / spin down): 0.788 / -2.730 eV
* E_tot: -938.10255 hartree
* <S²>: 2.0078



Record 5
This record from the OMol25 dataset describes a structure of composition C8H17BCsNO2S. The level of theory is the ωB97M-V functional and the def2-TZVPD basis.

```
! RIJCOSX wB97M-V def2-TZVPD def2/J DEFGRID3
* xyz 0 1
Cs 16.54604 1.48189 -13.52967
B 16.70754 1.12194 -17.02232
H 16.82998 1.39146 -18.19420
H 17.62614 0.36930 -16.71789
H 16.80801 2.13808 -16.36331
H 15.67411 0.60866 -16.67210
C 11.62471 2.51805 -13.72432
C 11.11828 2.04014 -15.08654
C 12.16504 1.12106 -15.67813
S 12.75096 0.13777 -14.31882
O 14.16920 -0.11094 -14.39330
O 11.87756 -0.96835 -14.04982
C 12.44150 1.39432 -13.06543
H 10.85118 2.87125 -13.04744
H 12.31152 3.35064 -13.89432
H 10.96170 2.86403 -15.78225
H 10.16514 1.51612 -14.98696
H 13.06304 1.66974 -15.98919
H 11.86986 0.50454 -16.52221
H 13.39917 1.77930 -12.70662
H 11.97930 0.88925 -12.21964
N 20.32823 0.13654 -12.63488
C 19.21300 0.18100 -11.84582
C 18.92390 1.50251 -11.62145
C 19.87668 2.29534 -12.32136
C 20.70594 1.40496 -12.96006
H 20.88606 -0.67501 -12.83826
H 18.76715 -0.67455 -11.36753
H 18.04451 1.80627 -11.07376
H 19.88402 3.37093 -12.35870
H 21.59051 1.64626 -13.52409
*
```

Properties
* Kohn-Sham gap: 7.317 eV
* LUMO level: -0.515 eV
* E_tot: -963.35077 hartree



Record 6
This record from the OMol25 dataset describes a cluster of 2 separate species, C8H17BIO3 in total. The level of theory is the ωB97M-V functional and the def2-TZVPD basis.

```
! RIJCOSX wB97M-V def2-TZVPD def2/J DEFGRID3
* xyz -1 1
C 1.42648 -0.16997 -5.40835
C 2.40861 0.68861 -4.65192
C 3.05328 0.01562 -3.26395
B 1.91852 0.24357 -2.09238
O 1.80120 1.72797 -2.07069
C 2.22737 2.08418 -0.67919
C 1.50787 0.80585 0.10156
I -0.66025 0.93146 -0.25083
O 2.14338 -0.27171 -0.72763
H 1.24166 -0.03938 -6.56586
H 0.81133 -0.93773 -4.73241
H 2.70623 1.78312 -4.94029
H 3.33883 -1.11191 -3.39149
H 4.06535 0.59957 -3.08359
H 0.96935 -0.31270 -2.55098
H 3.40396 2.08091 -0.59878
H 1.68039 3.13779 -0.56445
H 1.59622 0.73219 1.26596
C -2.41998 -2.17416 3.86894
C -2.91305 -0.77432 4.19887
C -4.00831 -0.33249 3.24132
O -1.82271 0.14039 4.12356
H -1.99486 -2.21224 2.85967
H -1.62358 -2.47405 4.55843
H -3.23264 -2.90442 3.93356
H -3.29095 -0.74997 5.22676
H -3.63946 -0.30533 2.20980
H -4.34486 0.68128 3.48308
H -4.86862 -1.00750 3.28706
H -1.48076 0.12539 3.21421
*
```

Properties
* Kohn-Sham gap: 6.789 eV
* LUMO level: 2.796 eV
* E_tot: -863.22735 hartree